[1]
# C6H18N2O

A cluster of 2 separate species, C6H18N2O in total at a distorted geometry (ωB97M-V/def2-TZVPD, the OMol25 dataset).

## Properties
**Frontier orbital gap**: 9.5 eV
**Energy relative to the best compared isomer or geometry (same formula, charge and spin)**: 9.6 kcal/mol
**HOMO energy**: -8.5 eV
**LUMO**: 0.94 eV
**SMILES**: CC(C)NC[C@H](C)N.O
**DFT total energy**: -11541.287 eV

```
! wB97M-V def2-TZVPD RIJCOSX def2/J DEFGRID3
* xyz 0 1
H -1.90 -1.21 0.41
H 2.03 -2.71 -0.01
N 0.46 -0.09 0.14
C 2.02 0.50 -1.73
H 2.06 -0.46 -2.25
C -0.75 0.45 -0.43
H 1.18 1.04 -2.16
C 2.11 1.74 0.45
H -2.95 -0.05 -1.67
H 3.07 2.17 0.17
C 1.77 0.40 -0.23
H 2.47 -0.28 0.29
H -0.78 0.17 -1.49
C -3.23 0.11 -0.63
H -0.84 1.55 -0.49
O 1.54 -3.28 0.61
N -2.05 0.54 1.56
H -2.26 1.53 1.44
H 1.41 2.55 0.18
H -2.76 0.18 2.19
C -1.98 -0.14 0.26
H -3.69 1.08 -0.43
H 0.94 -2.71 1.06
H -3.98 -0.64 -0.43
H 0.39 -0.21 1.14
H 3.01 0.91 -1.89
H 1.96 1.60 1.52
*
```

Atom charges from the Löwdin analysis, given in e for atoms 1 to 4: 0.134 0.037 -0.046 -0.059

---

[2]
# C3H5NO2S

An isolated molecule of C3H5NO2S at a distorted geometry (ωB97M-V/def2-TZVPD, the OMol25 dataset).

## Properties
**Frontier orbital gap**: 10.4 eV
**Energy relative to the best compared isomer or geometry (same formula, charge and spin)**: 44.1 kcal/mol
**HOMO energy**: -9.8 eV
**LUMO**: 0.63 eV
**SMILES**: O=C(NS)[C@H]1CO1
**DFT total energy**: -19610.598 eV

```
! wB97M-V def2-TZVPD RIJCOSX def2/J DEFGRID3
* xyz 0 1
N -0.41 -0.65 1.23
H -1.23 -0.72 1.82
H 0.47 0.59 -3.23
C -0.20 0.72 -2.32
O -1.92 -0.35 -0.41
H 1.30 -0.29 -0.96
S 1.15 -0.61 1.82
H 1.41 0.76 1.79
C 0.32 0.17 -1.04
C -0.75 -0.31 -0.07
O 0.37 1.55 -1.37
H -1.27 0.79 -2.40
*
```

Atom charges from the Löwdin analysis, given in e for atoms 1 to 4: -0.372 0.103 0.138 -0.113

---

[3]
# C10H18N3O

A cluster of 2 separate species, C10H18N3O in total at a distorted geometry (ωB97M-V/def2-TZVPD, the OMol25 dataset).

## Properties
**Frontier orbital gap**: 9.3 eV
**Energy relative to the best compared isomer or geometry (same formula, charge and spin)**: 30.7 kcal/mol
**HOMO energy**: -11.9 eV
**LUMO**: -2.61 eV
**DFT total energy**: -17173.742 eV

```
! wB97M-V def2-TZVPD RIJCOSX def2/J DEFGRID3
* xyz 1 1
N -0.19 -1.55 -1.92
C 0.05 -1.78 -0.62
N 1.31 -1.84 -0.21
H -1.75 -0.79 2.37
H 2.05 0.75 -2.44
O 3.34 0.74 -0.22
H 2.12 -1.92 -0.81
H -1.45 -3.43 1.53
C -1.96 2.52 -0.87
C -1.21 -1.68 2.74
C 2.06 1.25 -0.45
C -0.59 2.00 -0.59
H 1.58 -1.78 0.76
C 0.11 2.14 0.62
H -1.80 -1.30 0.03
N -1.00 -1.90 0.20
C 1.40 1.09 -1.64
H -0.45 2.60 1.42
H -0.42 -1.33 3.39
H -2.66 1.70 -0.95
H -1.14 -1.32 -2.14
H 0.17 -2.81 1.59
C 1.44 1.81 0.67
H 3.97 1.47 -0.19
C -0.87 -2.50 1.54
H 2.04 2.02 1.54
H -2.35 3.18 -0.06
H 0.56 -1.56 -2.56
H -1.96 -2.10 3.40
H -0.36 1.54 -2.74
C 0.08 1.53 -1.75
H -2.13 3.28 -1.63
*
```

Atom charges from the Löwdin analysis, given in e for atoms 1 to 4: 0.215 -0.424 0.230 0.083

---

[4]
# C6H12N4O6P2

An isolated molecule of C6H12N4O6P2 (ωB97M-V/def2-TZVPD, the OMol25 dataset).

## Properties
**Frontier orbital gap**: 8.7 eV
**HOMO energy**: -9.8 eV
**LUMO**: -1.12 eV
**SMILES**: O=P(O)(O)Pc1nnc(COCOCCO)nn1
**DFT total energy**: -43237.882 eV

```
! wB97M-V def2-TZVPD RIJCOSX def2/J DEFGRID3
* xyz 0 1
C 0.61 1.90 1.17
C -1.41 -1.40 0.90
O -0.18 -0.33 -4.20
O -0.39 0.80 3.09
C 0.09 2.02 2.59
C 1.41 1.60 -1.23
C -1.61 0.35 2.52
H -0.84 0.12 -3.66
N 1.48 0.91 0.93
H -0.76 -3.12 -0.18
H 0.93 2.31 3.23
H -2.42 0.52 3.24
P 2.07 1.36 -2.92
C -0.58 -2.67 0.80
O -1.56 -1.01 2.26
H -0.92 -3.38 1.56
H -2.41 -1.58 0.48
O 0.79 -2.39 1.00
N 0.19 2.78 0.26
O 2.18 -1.34 -4.26
H -1.82 0.92 1.60
N 0.61 2.63 -0.97
O 0.78 -1.34 -2.08
N 1.89 0.76 -0.30
H -0.17 -1.51 -2.00
H -0.90 -0.61 0.34
H 1.29 -2.59 0.21
H 1.07 2.10 -3.58
P 1.22 -0.61 -3.44
H -0.66 2.82 2.63
*
```

Atom charges from the Löwdin analysis, given in e for atoms 1 to 4: -0.302 -0.197 -0.172 -0.079

---

Please write out number 2 again, unchanged.
# C3H5NO2S

An isolated molecule of C3H5NO2S at a distorted geometry (ωB97M-V/def2-TZVPD, the OMol25 dataset).

## Properties
**Frontier orbital gap**: 10.4 eV
**Energy relative to the best compared isomer or geometry (same formula, charge and spin)**: 44.1 kcal/mol
**HOMO energy**: -9.8 eV
**LUMO**: 0.63 eV
**SMILES**: O=C(NS)[C@H]1CO1
**DFT total energy**: -19610.598 eV

```
! wB97M-V def2-TZVPD RIJCOSX def2/J DEFGRID3
* xyz 0 1
N -0.41 -0.65 1.23
H -1.23 -0.72 1.82
H 0.47 0.59 -3.23
C -0.20 0.72 -2.32
O -1.92 -0.35 -0.41
H 1.30 -0.29 -0.96
S 1.15 -0.61 1.82
H 1.41 0.76 1.79
C 0.32 0.17 -1.04
C -0.75 -0.31 -0.07
O 0.37 1.55 -1.37
H -1.27 0.79 -2.40
*
```

Atom charges from the Löwdin analysis, given in e for atoms 1 to 4: -0.372 0.103 0.138 -0.113

---

Which value of DFT total energy does entry 1 give?
-11541.287 eV

---

Repeat the second record exactly.
# C3H5NO2S

An isolated molecule of C3H5NO2S at a distorted geometry (ωB97M-V/def2-TZVPD, the OMol25 dataset).

## Properties
**Frontier orbital gap**: 10.4 eV
**Energy relative to the best compared isomer or geometry (same formula, charge and spin)**: 44.1 kcal/mol
**HOMO energy**: -9.8 eV
**LUMO**: 0.63 eV
**SMILES**: O=C(NS)[C@H]1CO1
**DFT total energy**: -19610.598 eV

```
! wB97M-V def2-TZVPD RIJCOSX def2/J DEFGRID3
* xyz 0 1
N -0.41 -0.65 1.23
H -1.23 -0.72 1.82
H 0.47 0.59 -3.23
C -0.20 0.72 -2.32
O -1.92 -0.35 -0.41
H 1.30 -0.29 -0.96
S 1.15 -0.61 1.82
H 1.41 0.76 1.79
C 0.32 0.17 -1.04
C -0.75 -0.31 -0.07
O 0.37 1.55 -1.37
H -1.27 0.79 -2.40
*
```

Atom charges from the Löwdin analysis, given in e for atoms 1 to 4: -0.372 0.103 0.138 -0.113

---

frontier orbital gap of number 1 (C6H18N2O)?
9.5 eV